Record 1
# C4H12N2O

An isolated molecule of C4H12N2O in a non-equilibrium geometry (the ωB97M-V functional and the def2-TZVPD basis, OMol25).

Element x y z (Å)
C: -0.311 -2.261 -0.642
C: -0.030 -1.239 0.450
N: -0.487 0.138 0.045
C: -0.933 0.947 1.161
C: 0.491 0.751 -0.819
N: 1.591 1.442 -0.201
O: -0.248 1.660 -1.677
H: -1.346 -2.180 -0.963
H: 0.327 -2.104 -1.508
H: -0.141 -3.266 -0.261
H: 1.033 -1.263 0.739
H: -0.614 -1.492 1.337
H: -1.752 0.431 1.662
H: -1.310 1.900 0.790
H: -0.161 1.151 1.920
H: 0.891 -0.001 -1.503
H: 2.273 0.808 0.193
H: 1.284 2.161 0.443
H: -0.557 2.417 -1.166

Output
2S+1: 1
Gap between HOMO and LUMO: 0.3479 Eh
Total charge: 0
Energy above the lowest of the compared OMol25 structures with the same formula, charge and spin: 33.6 kcal per mole
LUMO energy: 0.033 Eh
Structure (SMILES): CCN(C)[C@H](N)O

Record 2
# C6H10N2

An isolated molecule of C6H10N2 in a non-equilibrium geometry (the ωB97M-V functional and the def2-TZVPD basis, OMol25).

Element x y z (Å)
C: -0.471 -1.358 1.724
C: -0.037 -0.424 0.537
C: -0.917 -0.284 -0.618
C: -0.233 0.598 -1.635
C: 0.066 1.921 -0.862
N: 0.415 2.074 0.322
N: 0.568 0.845 0.829
C: 1.421 -0.347 0.174
H: -1.651 -1.279 2.168
H: -0.085 -2.537 1.644
H: 0.377 -0.935 2.429
H: -1.870 -0.108 -0.105
H: -0.954 -1.272 -0.819
H: 0.752 0.272 -2.072
H: -0.811 0.702 -2.372
H: -0.228 3.044 -1.231
H: 1.573 -0.251 -0.991
H: 2.085 -0.661 0.879

Output
2S+1: 1
Gap between HOMO and LUMO: 0.3301 Eh
Total charge: 0
Energy above the lowest of the compared OMol25 structures with the same formula, charge and spin: 159.4 kcal per mole
LUMO energy: 0.031 Eh
Structure (SMILES): C[C@@]12CCC=NN1C2

Record 3
# C3H11N2OP

A structure of composition C3H11N2OP in a non-equilibrium geometry (the ωB97M-V functional and the def2-TZVPD basis, OMol25).

Element x y z (Å)
C: -0.475 -1.736 0.003
C: 1.408 -0.656 -1.105
C: 0.232 2.089 -0.317
N: -1.387 0.538 1.425
N: 0.275 -0.503 -0.216
O: 0.927 -0.315 3.460
P: 0.058 0.736 0.951
H: -0.023 -2.706 0.295
H: -1.296 -1.564 0.648
H: -0.989 -2.008 -0.886
H: 1.321 -0.124 -2.095
H: 2.324 -0.131 -0.612
H: 1.554 -1.734 -1.234
H: -0.864 2.123 -0.831
H: 0.504 3.050 0.317
H: 1.027 1.987 -1.086
H: -1.694 0.988 2.292
H: 0.078 -0.986 4.068

Output
2S+1: 3
Gap between HOMO and LUMO (alpha / beta): 0.2949 / 0.2458 Eh
Total charge: 0
⟨S²⟩: 2.013
Energy above the lowest of the compared OMol25 structures with the same formula, charge and spin: 29.4 kcal per mole
LUMO energy (alpha / beta): 0.021 / -0.064 Eh

Record 4
# C29H64AlBNO16S

A structure of composition C29H64AlBNO16S in a non-equilibrium geometry (the ωB97M-V functional and the def2-TZVPD basis, OMol25).

Element x y z (Å)
C: -0.097 3.023 6.706
C: -1.011 2.490 5.421
C: -0.084 2.510 4.052
C: -0.354 1.176 3.097
C: -1.694 1.412 2.125
C: -1.249 1.162 0.554
C: -2.496 0.846 -0.461
C: -3.368 -0.497 -0.094
C: -2.708 -1.825 -0.828
C: -2.035 -2.904 0.206
C: -0.401 -2.809 0.342
C: 0.428 -3.104 -1.041
C: 0.751 -1.782 -1.955
C: 2.334 -1.369 -2.051
Al: 2.480 0.498 -1.116
S: 3.776 1.979 -2.312
B: 3.181 0.108 0.784
N: 2.613 -1.079 1.556
O: 4.241 0.957 1.410
H: 0.571 2.135 7.075
H: 0.606 3.857 6.276
H: -0.797 3.420 7.562
H: -1.427 1.403 5.659
H: -1.894 3.268 5.227
H: -0.265 3.524 3.481
H: 1.039 2.418 4.406
H: 0.563 1.047 2.376
H: -0.532 0.251 3.811
H: -2.468 0.581 2.481
H: -2.154 2.473 2.331
H: -0.771 2.190 0.182
H: -0.366 0.371 0.470
H: -2.025 0.720 -1.547
H: -3.215 1.769 -0.511
H: -3.553 -0.668 1.052
H: -4.449 -0.325 -0.571
H: -3.610 -2.392 -1.364
H: -2.007 -1.455 -1.690
H: -2.477 -2.652 1.284
H: -2.433 -4.000 -0.038
H: -0.086 -3.671 1.106
H: -0.079 -1.799 0.890
H: -0.092 -3.924 -1.733
H: 1.476 -3.583 -0.736
H: 0.333 -1.987 -3.034
H: 0.134 -0.885 -1.503
H: 2.604 -1.158 -3.186
H: 3.084 -2.152 -1.610
H: 1.001 1.100 -1.124
H: 3.437 3.262 -1.772
H: 1.652 -0.797 1.916
H: 2.427 -1.903 0.942
H: 5.001 0.294 1.555
C: -0.640 -3.534 5.038
O: -1.760 -4.070 5.741
C: -2.757 -4.523 4.940
O: -2.762 -4.504 3.720
O: -3.749 -5.000 5.734
C: -4.873 -5.514 5.022
H: 0.095 -3.202 5.776
H: -0.176 -4.301 4.409
H: -0.940 -2.669 4.437
H: -4.578 -6.360 4.393
H: -5.342 -4.728 4.421
H: -5.604 -5.868 5.755
C: -7.285 2.541 5.777
O: -6.001 1.998 6.075
C: -5.696 0.871 5.382
O: -6.412 0.319 4.562
O: -4.458 0.466 5.761
C: -4.003 -0.717 5.108
H: -7.423 3.438 6.388
H: -7.347 2.829 4.723
H: -8.075 1.827 6.032
H: -3.934 -0.560 4.026
H: -4.661 -1.562 5.336
H: -3.003 -0.949 5.486
C: -4.523 -7.878 -4.810
O: -4.502 -6.452 -4.857
C: -3.418 -5.890 -4.266
O: -2.504 -6.492 -3.723
O: -3.526 -4.543 -4.383
C: -2.446 -3.815 -3.802
H: -5.433 -8.219 -5.311
H: -3.661 -8.294 -5.340
H: -4.549 -8.229 -3.773
H: -1.501 -4.069 -4.292
H: -2.388 -4.004 -2.725
H: -2.636 -2.749 -3.954
C: 4.372 9.353 -4.008
O: 4.455 8.145 -4.762
C: 4.279 7.016 -4.030
O: 4.065 6.967 -2.829
O: 4.382 5.952 -4.865
C: 4.217 4.687 -4.228
H: 4.528 10.191 -4.693
H: 3.381 9.458 -3.555
H: 5.154 9.384 -3.242
H: 3.219 4.606 -3.784
H: 4.993 4.532 -3.471
H: 4.319 3.909 -4.989
C: 8.721 0.133 -6.859
O: 8.583 1.297 -6.046
C: 8.129 2.391 -6.709
O: 7.844 2.443 -7.895
O: 8.046 3.415 -5.823
C: 7.578 4.640 -6.385
H: 9.090 -0.679 -6.227
H: 7.752 -0.166 -7.273
H: 9.449 0.305 -7.659
H: 6.564 4.521 -6.779
H: 8.260 4.992 -7.166
H: 7.552 5.389 -5.588

Output
2S+1: 1
Gap between HOMO and LUMO: 0.2264 Eh
Total charge: -1
LUMO energy: 0.075 Eh

Record 5
# CN2O2

An isolated molecule of CN2O2 in a non-equilibrium geometry (the ωB97M-V functional and the def2-TZVPD basis, OMol25).

Element x y z (Å)
O: 1.818 0.439 0.014
C: 0.811 -0.096 -0.013
N: -0.141 -0.864 -0.017
N: -1.352 -0.243 0.032
O: -1.191 0.952 -0.014

Output
2S+1: 1
Gap between HOMO and LUMO: 0.3673 Eh
Total charge: 0
Energy above the lowest of the compared OMol25 structures with the same formula, charge and spin: 115.1 kcal per mole
LUMO energy: -0.033 Eh
Structure (SMILES): O=C=NN=O

Record 6
# C51H47N3O4P3RuS2

A structure of composition C51H47N3O4P3RuS2 (the ωB97M-V functional and the def2-TZVPD basis, OMol25).

Element x y z (Å)
Ru: 0.435 2.646 -0.171
O: -0.927 -0.990 -1.364
P: 0.149 -1.561 -2.214
C: 1.537 -0.477 -2.671
P: 2.473 0.290 -1.315
O: 1.674 0.840 -0.187
C: 3.534 -1.016 -0.665
C: 4.608 -1.530 -1.389
C: 5.399 -2.526 -0.838
C: 5.124 -2.999 0.440
C: 4.062 -2.479 1.165
C: 3.266 -1.485 0.616
C: 3.571 1.489 -2.074
C: 3.946 1.467 -3.414
C: 4.845 2.407 -3.896
C: 5.362 3.370 -3.041
C: 4.979 3.399 -1.706
C: 4.078 2.465 -1.218
C: -0.494 -2.098 -3.827
C: -1.869 -2.303 -3.891
C: -2.464 -2.709 -5.076
C: -1.688 -2.911 -6.208
C: -0.316 -2.709 -6.153
C: 0.278 -2.304 -4.966
C: 0.909 -3.013 -1.455
C: 1.920 -3.760 -2.057
C: 2.453 -4.858 -1.406
C: 1.978 -5.216 -0.150
C: 0.976 -4.472 0.453
C: 0.438 -3.372 -0.199
H: 1.138 0.307 -3.326
H: 2.248 -1.080 -3.243
H: 4.846 -1.133 -2.370
H: 6.240 -2.919 -1.395
H: 5.749 -3.769 0.875
H: 3.856 -2.836 2.167
H: 2.448 -1.050 1.182
H: 3.536 0.729 -4.094
H: 5.135 2.393 -4.939
H: 6.057 4.108 -3.420
H: 5.363 4.161 -1.041
H: 3.743 2.509 -0.183
H: -2.462 -2.120 -3.003
H: -3.535 -2.861 -5.117
H: -2.151 -3.223 -7.135
H: 0.292 -2.861 -7.035
H: 1.351 -2.145 -4.945
H: 2.300 -3.488 -3.038
H: 3.248 -5.428 -1.870
H: 2.405 -6.069 0.363
H: 0.621 -4.736 1.437
H: -0.325 -2.765 0.262
C: -5.064 -2.121 4.652
C: -5.398 -1.324 3.421
C: -6.561 -1.557 2.698
C: -6.856 -0.824 1.556
C: -5.997 0.177 1.123
N: -6.347 0.948 -0.013
C: -5.490 1.414 -1.000
O: -5.745 2.417 -1.635
N: -4.372 0.647 -1.199
C: -3.208 1.150 -1.846
C: -3.002 1.003 -3.200
C: -1.813 1.477 -3.735
C: -0.866 2.020 -2.886
N: -1.046 2.109 -1.565
C: -2.219 1.720 -1.059
C: -4.834 0.434 1.852
C: -4.542 -0.318 2.976
H: -5.840 -2.854 4.870
H: -4.958 -1.472 5.522
H: -4.120 -2.655 4.530
H: -7.246 -2.331 3.024
H: -7.757 -1.028 0.990
H: -7.215 1.454 0.013
H: -4.325 -0.264 -0.777
H: -3.762 0.542 -3.820
H: -1.611 1.413 -4.796
H: 0.088 2.401 -3.250
H: -2.308 1.903 0.005
H: -4.171 1.234 1.548
H: -3.638 -0.100 3.532
O: -0.928 3.229 0.855
S: 3.964 2.502 4.112
P: 2.198 2.551 3.226
S: 2.173 3.397 1.389
C: 0.957 3.418 4.253
C: -0.215 3.886 3.658
C: -1.182 4.494 4.447
C: -0.986 4.647 5.813
C: 0.182 4.180 6.401
C: 1.150 3.562 5.624
C: 1.470 0.863 3.199
C: 2.153 -0.201 3.777
C: 1.582 -1.467 3.811
C: 0.326 -1.675 3.262
C: -0.358 -0.611 2.682
C: 0.200 0.657 2.669
H: -0.383 3.755 2.588
H: -2.093 4.852 3.982
H: -1.743 5.130 6.420
H: 0.342 4.301 7.467
H: 2.074 3.205 6.063
H: 3.136 -0.019 4.198
H: 2.118 -2.290 4.272
H: -0.123 -2.663 3.289
H: -1.323 -0.767 2.228
H: -0.357 1.492 2.237
C: 1.112 3.868 -1.364
H: 1.904 4.584 -1.104
H: 0.537 4.192 -2.243

Output
2S+1: 1
Gap between HOMO and LUMO: 0.1807 Eh
Total charge: -1
Energy above the lowest of the compared OMol25 structures with the same formula, charge and spin: 31.3 kcal per mole
LUMO energy: 0.068 Eh

Record 7
# C4H5N3O2

An isolated molecule of C4H5N3O2 in a non-equilibrium geometry (the ωB97M-V functional and the def2-TZVPD basis, OMol25).

Element x y z (Å)
H: 2.703 1.055 -0.173
N: 2.783 0.494 0.925
C: 1.606 0.684 1.529
N: 0.423 0.995 1.039
O: 0.349 1.077 -0.366
C: -0.363 0.076 -0.845
C: -1.169 -0.906 -0.191
C: -1.761 -1.568 -1.212
O: -1.506 -0.812 -2.303
N: -0.592 0.140 -2.154
H: 1.510 0.324 2.750
H: -0.018 1.755 1.431
H: -1.361 -1.078 0.855
H: -2.604 -2.236 -1.284

Output
2S+1: 1
Gap between HOMO and LUMO: 0.3873 Eh
Total charge: 0
Energy above the lowest of the compared OMol25 structures with the same formula, charge and spin: 171.2 kcal per mole
LUMO energy: 0.026 Eh
Structure (SMILES): [H]/N=C\NOc1ccon1

Record 8
# C45H92N2O23S6

A cluster of 13 separate species, C45H92N2O23S6 in total in a non-equilibrium geometry (the ωB97M-V functional and the def2-TZVPD basis, OMol25).

Element x y z (Å)
C: -0.848 0.348 0.722
C: 0.465 0.024 0.023
C: 0.543 -1.537 0.029
C: 1.366 -2.105 -1.112
C: 2.283 -1.055 -1.722
C: 1.505 0.150 -2.278
N: 0.504 0.566 -1.337
O: -0.723 0.944 -1.921
C: 0.974 -0.304 -3.644
C: 2.507 1.300 -2.596
C: 1.578 0.625 0.871
H: -1.050 1.422 0.705
H: -0.797 0.082 1.782
H: -1.722 -0.105 0.269
H: -0.398 -2.070 0.200
H: 1.005 -1.812 0.993
H: 0.939 -2.641 -1.963
H: 2.117 -2.840 -0.782
H: 2.968 -1.493 -2.463
H: 3.059 -0.642 -1.063
H: 0.280 0.345 -4.171
H: 0.524 -1.293 -3.510
H: 1.765 -0.605 -4.350
H: 2.854 1.611 -1.612
H: 1.976 2.044 -3.184
H: 3.339 0.907 -3.191
H: 1.771 0.060 1.789
H: 1.445 1.677 1.111
H: 2.569 0.539 0.409
C: -1.520 3.699 8.924
C: -2.272 2.653 8.117
C: -3.467 3.413 7.444
C: -4.076 2.724 6.230
C: -2.988 2.242 5.309
C: -1.948 1.324 5.977
N: -1.435 2.070 7.106
O: -0.224 1.532 7.541
C: -0.888 1.173 4.880
C: -2.555 -0.041 6.336
C: -2.988 1.620 9.052
H: -0.558 3.208 9.117
H: -2.007 4.089 9.815
H: -1.370 4.548 8.252
H: -3.072 4.332 6.993
H: -4.254 3.638 8.168
H: -4.834 3.375 5.784
H: -4.629 1.802 6.484
H: -2.371 3.073 4.950
H: -3.470 1.797 4.427
H: -1.386 0.687 4.030
H: -0.090 0.457 5.067
H: -0.339 2.101 4.751
H: -2.958 -0.480 5.410
H: -3.226 -0.071 7.187
H: -1.747 -0.752 6.546
H: -2.492 0.649 8.993
H: -4.031 1.434 8.768
H: -3.020 1.957 10.093
C: 3.843 -1.400 -6.451
C: 5.140 -2.095 -5.991
O: 5.691 -2.558 -7.211
C: 5.236 -1.789 -8.213
O: 5.633 -1.812 -9.327
O: 4.212 -1.004 -7.765
H: 3.757 -0.579 -5.736
H: 2.921 -1.978 -6.411
H: 5.107 -2.874 -5.233
H: 5.771 -1.325 -5.532
C: 1.228 0.854 -8.353
C: 0.665 1.172 -6.949
O: 0.891 2.575 -6.792
C: 1.359 3.104 -7.941
O: 1.559 4.251 -8.107
O: 1.449 2.171 -8.885
H: 0.484 0.291 -8.899
H: 2.242 0.471 -8.299
H: 1.175 0.600 -6.182
H: -0.403 0.993 -6.872
C: 3.691 -5.389 2.023
C: 3.423 -3.922 2.358
O: 4.716 -3.322 2.089
C: 5.659 -4.267 2.035
O: 6.817 -4.103 1.882
O: 5.098 -5.489 2.158
H: 3.309 -5.617 1.030
H: 3.196 -6.070 2.712
H: 3.100 -3.698 3.370
H: 2.725 -3.466 1.658
C: 0.604 4.073 -0.641
C: 1.566 4.606 -1.678
O: 2.355 5.527 -0.936
C: 1.681 5.918 0.151
O: 1.962 6.800 0.890
O: 0.508 5.194 0.239
H: 0.990 3.112 -0.279
H: -0.388 3.842 -1.011
H: 0.936 5.119 -2.419
H: 2.137 3.912 -2.282
C: -2.243 -1.263 -4.926
C: -1.826 -2.632 -4.410
O: -0.540 -2.788 -5.084
C: -0.438 -1.933 -6.103
O: 0.453 -1.867 -6.891
O: -1.476 -1.068 -6.114
H: -2.135 -0.432 -4.224
H: -3.287 -1.335 -5.245
H: -2.567 -3.367 -4.720
H: -1.654 -2.635 -3.337
C: -0.270 -5.070 -1.580
S: 1.386 -5.646 -1.118
O: 1.191 -6.135 0.282
C: 1.662 -7.070 -2.192
H: -0.277 -4.812 -2.638
H: -0.575 -4.365 -0.811
H: -0.991 -5.889 -1.462
H: 0.778 -7.721 -2.210
H: 2.402 -7.687 -1.688
H: 1.815 -6.779 -3.228
C: -3.122 6.313 0.161
S: -4.080 4.800 0.569
O: -5.314 4.842 -0.279
C: -2.915 3.695 -0.304
H: -2.069 6.133 -0.040
H: -3.273 7.033 0.959
H: -3.576 6.601 -0.789
H: -3.396 2.720 -0.274
H: -1.969 3.710 0.226
H: -2.818 4.080 -1.317
C: 4.200 0.339 4.074
S: 3.012 0.490 5.444
O: 2.191 1.716 5.311
C: 2.008 -0.915 4.802
H: 3.645 0.053 3.180
H: 4.991 -0.338 4.387
H: 4.616 1.314 3.817
H: 2.655 -1.765 4.590
H: 1.729 -0.484 3.841
H: 1.213 -1.187 5.480
C: -1.553 -3.356 5.430
S: -0.654 -4.154 4.039
O: 0.720 -3.600 4.280
C: -1.338 -3.128 2.704
H: -1.047 -2.396 5.464
H: -1.420 -3.961 6.319
H: -2.599 -3.229 5.159
H: -0.887 -2.140 2.696
H: -2.430 -3.156 2.691
H: -1.143 -3.665 1.771
C: -1.281 3.060 -4.125
S: -1.670 4.812 -4.300
O: -1.297 5.517 -3.031
C: -0.481 5.265 -5.616
H: -1.850 2.732 -3.258
H: -0.239 2.754 -4.077
H: -1.696 2.598 -5.029
H: -0.822 4.731 -6.494
H: 0.527 5.071 -5.258
H: -0.627 6.345 -5.606
C: -3.823 -1.957 -0.889
S: -4.528 -3.365 -1.763
O: -6.013 -3.282 -1.825
C: -4.175 -4.557 -0.461
H: -2.787 -2.254 -0.717
H: -4.397 -1.856 0.028
H: -3.785 -1.106 -1.565
H: -4.722 -5.452 -0.773
H: -4.615 -4.263 0.492
H: -3.142 -4.889 -0.376

Output
2S+1: 1
Gap between HOMO and LUMO: 0.0808 Eh
Total charge: -2
LUMO energy: 0.084 Eh

no.,E (a.u.)
1,-344.33155
2,-343.88267
3,-646.78451
4,-3067.35106
5,-297.99265
6,-4352.37115
7,-469.96696
8,-5998.65233